Entry 1:
DFT (ωB97M-V/def2-TZVPD) results for a cluster of 2 separate species, C5H15N3P in total in a non-equilibrium geometry.

Summary:
Relative energy (zero: lowest compared OMol25 entry of this formula, charge and spin), eV: 4.216
Total charge: +1
Electronic energy, Ha: -704.7531
LUMO energy, eV: -4.203

Each atom is followed by the atoms it is bonded to, with distances in Å.
Element x y z (Å)
1 C -2.128 -0.327 1.113  C4 1.444, N7 1.256, H10 1.092
2 C 0.786 -1.067 -1.116  C5 1.458, N6 1.309, H11 1.111
3 C 1.613 0.895 0.072  N6 1.400, N8 1.448, P9 2.047, H12 1.112
4 C -3.186 -0.334 2.096  C1 1.444, H13 0.993, H14 1.063, H15 1.123
5 C 0.690 -2.059 -2.181  C2 1.458, H16 1.030, H17 1.175, H18 1.106
6 N 1.549 -0.009 -0.994  C2 1.309, C3 1.400, H19 1.007
7 N -0.952 0.115 1.136  C1 1.256, H20 1.109
8 N 2.856 1.638 0.103  C3 1.448, H21 0.997, H22 1.000
9 P -0.062 2.068 -0.010  C3 2.047, H23 1.506, H24 1.419
10 H -2.506 -0.588 0.122  C1 1.092
11 H 0.124 -1.181 -0.230  C2 1.111
12 H 1.436 0.416 1.060  C3 1.112
13 H -3.732 0.456 1.843  C4 0.993
14 H -2.928 -0.230 3.122  C4 1.063
15 H -3.759 -1.291 1.964  C4 1.123
16 H 1.310 -1.758 -2.946  C5 1.030
17 H -0.425 -2.211 -2.515  C5 1.175
18 H 0.852 -3.008 -1.638  C5 1.106
19 H 2.172 0.316 -1.715  N6 1.007
20 H -0.393 0.026 2.089  N7 1.109
21 H 2.976 2.181 0.931  N8 0.997
22 H 3.564 0.971 -0.127  N8 1.000
23 H -0.439 1.868 -1.453  P9 1.506
24 H 0.581 3.110 -0.726  P9 1.419

---

Entry 2:
DFT (ωB97M-V/def2-TZVPD) results for a cluster of 2 separate species, C5H15N5S in total in a non-equilibrium geometry.

Summary:
Relative energy (zero: lowest compared OMol25 entry of this formula, charge and spin), eV: 0.732
Total charge: +2
Electronic energy, Ha: -870.7030
LUMO energy, eV: -8.208

Each atom is followed by the atoms it is bonded to, with distances in Å.
Element x y z (Å)
1 C -1.080 -1.201 -0.372  C2 1.473, N6 1.252, S11 1.694
2 C -0.183 -0.622 0.644  C1 1.473, C3 1.515, N8 1.397, S11 1.954
3 C -0.553 -0.664 2.112  C2 1.515, H12 1.088, H13 1.089, H14 1.086
4 C 2.137 -0.103 -1.775  C5 1.526, H15 1.087, H16 1.087, H17 1.086
5 C 1.047 0.710 -1.083  C4 1.526, N8 1.460, H18 1.094, H19 1.087
6 N -2.108 -0.886 -1.013  C1 1.252, H20 1.013
7 N -1.963 1.378 0.401  N9 1.239, H21 1.024
8 N 0.773 0.337 0.302  C2 1.397, C5 1.460, N10 1.443
9 N -2.681 1.054 -0.556  N7 1.239, H22 1.028, H23 1.034
10 N 1.981 0.281 1.090  N8 1.443, H24 1.037, H25 1.043, H26 1.037
11 S 0.065 -2.417 -0.088  C1 1.694, C2 1.954
12 H -0.591 0.344 2.520  C3 1.088
13 H 0.153 -1.255 2.693  C3 1.089
14 H -1.525 -1.130 2.244  C3 1.086
15 H 3.126 0.066 -1.359  C4 1.087
16 H 1.922 -1.168 -1.758  C4 1.087
17 H 2.185 0.202 -2.817  C4 1.086
18 H 1.305 1.774 -1.078  C5 1.094
19 H 0.111 0.607 -1.628  C5 1.087
20 H -2.559 -1.524 -1.659  N6 1.013
21 H -2.395 1.223 1.317  N7 1.024
22 H -2.375 1.358 -1.489  N9 1.028
23 H -3.673 0.772 -0.494  N9 1.034
24 H 1.803 0.599 2.062  N10 1.037
25 H 2.413 -0.667 1.123  N10 1.043
26 H 2.665 0.932 0.662  N10 1.037

---

Entry 3:
DFT (ωB97M-V/def2-TZVPD) results for a cluster of 2 separate species, C5H15NO in total in a non-equilibrium geometry.

Summary:
<S²>: 0.7505
Relative energy (zero: lowest compared OMol25 entry of this formula, charge and spin), eV: 1.002
Total charge: -1
Multiplicity: 2
Electronic energy, Ha: -329.4164
LUMO energy (alpha / beta), eV: 3.932 / 3.804

Each atom is followed by the atoms it is bonded to, with distances in Å.
Element x y z (Å)
1 C -2.839 -0.057 -0.080  C2 1.536, H7 1.097, H8 1.091, H9 1.094
2 C -1.450 -0.101 0.575  C1 1.536, C3 1.524, H10 1.092, H11 1.090
3 C -0.337 0.739 -0.042  C2 1.524, C4 1.548, H12 1.100, H13 1.082
4 C 0.394 -0.020 -1.175  C3 1.548, C5 1.534, H14 1.099, H15 1.095
5 C 1.219 -1.212 -0.674  C4 1.534, N6 1.449, H16 1.098, H17 1.096
6 N 2.617 -1.098 -1.037  C5 1.449, H18 0.993, H19 1.014
7 H -3.671 -0.027 0.634  C1 1.097
8 H -3.080 0.814 -0.692  C1 1.091
9 H -2.959 -0.957 -0.689  C1 1.094
10 H -1.061 -1.121 0.601  C2 1.092
11 H -1.640 0.277 1.580  C2 1.090
12 H -0.606 1.747 -0.390  C3 1.100
13 H 0.402 0.948 0.720  C3 1.082
14 H -0.386 -0.494 -1.787  C4 1.099
15 H 0.999 0.711 -1.721  C4 1.095
16 H 1.073 -1.272 0.412  C5 1.098
17 H 0.775 -2.150 -1.025  C5 1.096
18 H 2.926 -0.620 -1.850  N6 0.993
19 H 3.046 -2.013 -0.950  N6 1.014
20 H 0.971 1.884 2.021  O22 0.968
21 H 2.184 1.708 2.808  O22 0.974
22 O 1.423 2.314 2.762  H20 0.968, H21 0.974

---

Entry 4:
DFT (ωB97M-V/def2-TZVPD) results for a cluster of 2 separate species, C5H15NO in total in a non-equilibrium geometry.

Summary:
<S²>: 0.7505
Relative energy (zero: lowest compared OMol25 entry of this formula, charge and spin), eV: 1.080
Total charge: -1
Multiplicity: 2
Electronic energy, Ha: -329.4135
LUMO energy (alpha / beta), eV: 3.556 / 3.403

Each atom is followed by the atoms it is bonded to, with distances in Å.
Element x y z (Å)
1 C 0.653 -0.081 0.176  N2 1.478, C6 1.524, H7 1.088, H8 1.092
2 N 0.153 0.553 -1.062  C1 1.478, C3 1.449, C5 1.453
3 C -1.069 1.310 -0.877  N2 1.449, C4 1.531, H9 1.098, H10 1.099
4 C -2.286 0.435 -1.187  C3 1.531, H11 1.094, H12 1.092, H13 1.093
5 C 1.174 1.181 -1.884  N2 1.453, H14 1.095, H15 1.103, H16 1.087
6 C 0.953 -1.564 -0.008  C1 1.524, H17 1.091, H18 1.091, H19 1.101
7 H -0.223 -0.087 0.822  C1 1.088
8 H 1.550 0.437 0.521  C1 1.092
9 H -1.113 2.124 -1.613  C3 1.098
10 H -1.171 1.802 0.100  C3 1.099
11 H -3.271 0.905 -1.114  C4 1.094
12 H -2.212 0.069 -2.214  C4 1.092
13 H -2.203 -0.446 -0.545  C4 1.093
14 H 1.664 0.422 -2.501  C5 1.095
15 H 1.988 1.655 -1.309  C5 1.103
16 H 0.774 1.949 -2.541  C5 1.087
17 H 0.027 -1.984 -0.402  C6 1.091
18 H 1.864 -1.935 -0.480  C6 1.091
19 H 1.108 -1.979 1.000  C6 1.101
20 H -0.124 -1.370 4.704  O22 0.972
21 H 1.101 -2.122 5.150  O22 0.963
22 O 0.662 -1.273 5.267  H20 0.972, H21 0.963

---

Entry 5:
DFT (ωB97M-V/def2-TZVPD) results for a cluster of 2 separate species, C5H15NO in total in a non-equilibrium geometry.

Summary:
<S²>: 0.7504
Relative energy (zero: lowest compared OMol25 entry of this formula, charge and spin), eV: 1.184
Total charge: -1
Multiplicity: 2
Electronic energy, Ha: -329.4097
LUMO energy (alpha / beta), eV: 4.075 / 3.823

Each atom is followed by the atoms it is bonded to, with distances in Å.
Element x y z (Å)
1 C -1.618 0.568 -0.903  C2 1.538, H7 1.090, H8 1.094, H9 1.088
2 C -1.479 -0.584 0.107  C1 1.538, N3 1.441, H10 1.096, H11 1.092
3 N -0.175 -1.155 0.334  C2 1.441, C4 1.494, C6 1.460
4 C 0.672 -0.507 1.380  N3 1.494, C5 1.537, H12 1.088, H13 1.095
5 C 0.210 0.858 1.915  C4 1.537, H14 1.086, H15 1.088, H16 1.090
6 C 0.547 -1.378 -0.915  N3 1.460, H17 1.089, H18 1.085, H19 1.097
7 H -1.759 0.174 -1.909  C1 1.090
8 H -2.421 1.259 -0.629  C1 1.094
9 H -0.774 1.252 -0.953  C1 1.088
10 H -2.155 -1.393 -0.194  C2 1.096
11 H -2.004 -0.250 1.004  C2 1.092
12 H 1.660 -0.369 0.946  C4 1.088
13 H 0.702 -1.248 2.185  C4 1.095
14 H 0.949 1.240 2.613  C5 1.086
15 H -0.777 0.804 2.370  C5 1.088
16 H 0.129 1.487 1.028  C5 1.090
17 H 1.406 -2.021 -0.724  C6 1.089
18 H 0.814 -0.482 -1.464  C6 1.085
19 H -0.156 -1.953 -1.529  C6 1.097
20 H 1.301 1.259 -1.686  O22 0.964
21 H 2.719 0.853 -1.294  O22 0.975
22 O 2.207 1.586 -1.682  H20 0.964, H21 0.975

---

Entry 6:
DFT (ωB97M-V/def2-TZVPD) results for a cluster of 2 separate species, C5H15NO in total in a non-equilibrium geometry.

Summary:
<S²>: 0.7505
Relative energy (zero: lowest compared OMol25 entry of this formula, charge and spin), eV: 1.332
Total charge: -1
Multiplicity: 2
Electronic energy, Ha: -329.4042
LUMO energy (alpha / beta), eV: 3.202 / 3.117

Each atom is followed by the atoms it is bonded to, with distances in Å.
Element x y z (Å)
1 C -0.616 0.271 1.197  N2 1.467, H7 1.084, H8 1.090, H9 1.088
2 N 0.769 -0.193 1.069  C1 1.467, C5 1.497, H10 1.002
3 C 2.884 -0.645 -2.156  C4 1.528, H11 1.089, H12 1.093, H13 1.087
4 C 2.490 -0.746 -0.683  C3 1.528, C5 1.516, H14 1.091, H15 1.097
5 C 1.211 -0.004 -0.348  N2 1.497, C4 1.516, C6 1.560, H16 1.097
6 C 1.461 1.526 -0.526  C5 1.560, H17 1.087, H18 1.087, H19 1.095
7 H -0.862 1.229 0.754  C1 1.084
8 H -1.229 -0.511 0.748  C1 1.090
9 H -0.770 0.408 2.266  C1 1.088
10 H 1.244 -1.046 1.292  N2 1.002
11 H 2.798 0.390 -2.485  C3 1.089
12 H 3.944 -0.848 -2.328  C3 1.093
13 H 2.298 -1.318 -2.777  C3 1.087
14 H 3.255 -0.266 -0.070  C4 1.091
15 H 2.257 -1.787 -0.427  C4 1.097
16 H 0.311 -0.195 -0.945  C5 1.097
17 H 0.554 2.055 -0.248  C6 1.087
18 H 1.798 1.889 -1.493  C6 1.087
19 H 2.148 1.793 0.284  C6 1.095
20 H -6.963 0.408 0.698  O22 0.970
21 H -5.985 -0.598 1.205  O22 0.977
22 O -6.901 -0.295 1.364  H20 0.970, H21 0.977

---

Entry 7:
DFT (ωB97M-V/def2-TZVPD) results for a cluster of 2 separate species, C5H15NO in total in a non-equilibrium geometry.

Summary:
Relative energy (zero: lowest compared OMol25 entry of this formula, charge and spin), eV: 1.262
Electronic energy, Ha: -329.4612
LUMO energy, eV: 0.864

Each atom is followed by the atoms it is bonded to, with distances in Å.
Element x y z (Å)
1 C -1.179 -2.304 0.361  C2 1.576, H7 1.085, H8 1.098, H9 1.081
2 C -1.043 -0.842 0.934  C1 1.576, C3 1.518, C4 1.515, H10 1.091
3 C -2.367 -0.114 0.790  C2 1.518, H11 1.088, H12 1.101, H13 1.095
4 C 0.053 -0.198 0.109  C2 1.515, C5 1.552, H14 1.103, H15 1.100
5 C 1.472 -0.748 0.410  C4 1.552, N6 1.446, H16 1.105, H17 1.102
6 N 2.359 0.367 0.657  C5 1.446, H18 1.007, H19 1.007
7 H -1.947 -2.986 0.710  C1 1.085
8 H -1.133 -2.188 -0.730  C1 1.098
9 H -0.198 -2.731 0.513  C1 1.081
10 H -0.625 -0.820 1.942  C2 1.091
11 H -2.804 -0.407 -0.162  C3 1.088
12 H -3.023 -0.109 1.676  C3 1.101
13 H -2.135 0.934 0.572  C3 1.095
14 H -0.135 -0.116 -0.974  C4 1.103
15 H 0.114 0.843 0.463  C4 1.100
16 H 1.298 -1.398 1.287  C5 1.105
17 H 1.828 -1.375 -0.424  C5 1.102
18 H 2.290 1.127 0.000  N6 1.007
19 H 3.264 0.167 1.050  N6 1.007
20 O 1.247 3.954 -3.117  H21 0.967, H22 0.974
21 H 2.087 4.388 -3.322  O20 0.967
22 H 0.579 4.555 -2.744  O20 0.974

---

Entry 8:
DFT (ωB97M-V/def2-TZVPD) results for a cluster of 2 separate species, C5H15NO in total in a non-equilibrium geometry.

Summary:
Relative energy (zero: lowest compared OMol25 entry of this formula, charge and spin), eV: 2.281
Electronic energy, Ha: -329.4238
LUMO energy, eV: 0.651

Each atom is followed by the atoms it is bonded to, with distances in Å.
Element x y z (Å)
1 C -1.688 0.092 -3.313  C2 1.517, H7 1.084, H8 1.102, H9 1.071
2 C -1.680 0.180 -1.799  C1 1.517, N3 1.574, H10 1.106, H11 1.180
3 N -0.452 0.906 -1.134  C2 1.574, C4 1.535, H12 1.028
4 C 0.423 -0.214 -0.552  N3 1.535, C5 1.567, C6 1.536, H13 1.126
5 C -0.245 -1.153 0.510  C4 1.567, H14 1.083, H15 1.114, H16 1.130
6 C 1.540 0.674 0.017  C4 1.536, H17 1.176, H18 1.105, H19 1.128
7 H -2.108 -0.838 -3.679  C1 1.084
8 H -0.647 0.119 -3.675  C1 1.102
9 H -2.233 0.862 -3.820  C1 1.071
10 H -2.515 0.845 -1.510  C2 1.106
11 H -1.815 -0.954 -1.503  C2 1.180
12 H -0.678 1.230 -0.185  N3 1.028
13 H 0.758 -0.624 -1.545  C4 1.126
14 H 0.202 -2.134 0.406  C5 1.083
15 H -0.007 -0.740 1.517  C5 1.114
16 H -1.368 -1.274 0.499  C5 1.130
17 H 2.515 0.098 0.334  C6 1.176
18 H 1.805 1.447 -0.726  C6 1.105
19 H 1.213 1.069 1.021  C6 1.128
20 O 2.301 0.520 6.478  H21 0.944, H22 1.009
21 H 2.145 -0.203 7.065  O20 0.944
22 H 2.531 0.093 5.593  O20 1.009